Density functional theory data (ωB97M-V/def2-TZVPD) for a molecular structure, C9H12 at a distorted geometry.

The value obtained for the relative energy (zero: lowest compared OMol25 entry of this formula, charge and spin) is 211.7 kcal per mole. The molecular weight is 120.19 g mol⁻¹. As for the HOMO-LUMO gap: 9.668 eV. The total energy is -349.7676 Ha. The HOMO energy comes out at -9.33 eV.

Last column: Löwdin charge in e.
Positions of all 21 atoms, in Å:
C (-1.93, 1.18, 1.12)  -0.07
C (-0.68, 0.17, 1.15)  -0.13
C (0.24, 0.00, -0.28)  -0.57
C (-0.64, -0.15, -1.22)  -0.35
C (-1.64, -1.35, -0.95)  -0.09
C (1.13, 1.11, -0.55)  -0.09
C (1.95, 2.10, -0.49)  0.13
C (1.27, -1.11, 0.17)  -0.05
C (1.94, -1.89, 1.03)  0.04
H (-1.62, 2.30, 0.97)  0.11
H (-2.38, 1.18, 2.07)  0.05
H (-2.55, 1.05, 0.28)  0.03
H (-0.94, -1.01, 1.27)  0.13
H (0.00, 0.43, 1.88)  0.07
H (-1.44, 0.64, -1.44)  0.15
H (-0.17, -0.17, -2.19)  0.13
H (-2.16, -1.24, 0.13)  0.10
H (-0.99, -2.33, -1.22)  0.12
H (-2.35, -1.26, -1.89)  0.09
H (2.36, 3.19, -0.50)  0.07
H (2.36, -3.15, 0.83)  0.14

=====

Density functional theory data (ωB97M-V/def2-TZVPD) for a molecular structure, C19H23Cl5HfNP at a distorted geometry.

The value obtained for the relative energy (zero: lowest compared OMol25 entry of this formula, charge and spin) is 15.4 kcal per mole. As for the net charge: +2. The molecular weight is 652.13 g mol⁻¹. As for the HOMO-LUMO gap (spin up / spin down): 3.249 / 3.209 eV. The total energy is -3482.0264 Ha. The HOMO energy (spin up / spin down) comes out at -13.93 / -13.91 eV.

Last column: Löwdin charge in e.
Positions of all 50 atoms, in Å:
C (0.84, 2.79, -2.59)  -0.01
C (-0.39, 2.24, -2.25)  -0.01
C (-0.52, 1.15, -1.37)  -0.26
C (0.64, 0.55, -0.88)  -0.14
C (1.90, 1.06, -1.21)  -0.29
C (1.98, 2.21, -2.04)  0.00
C (-1.94, 0.67, -0.96)  -0.13
C (-2.28, -0.77, -0.53)  -0.28
N (-1.43, -1.91, -1.14)  -0.26
Hf (-0.29, -1.02, 0.74)  1.21
C (3.09, 0.42, -0.50)  -0.24
P (2.41, -1.14, 0.22)  0.87
H (-1.29, 2.68, -2.67)  0.14
H (2.93, 2.70, -2.24)  0.13
H (0.90, 3.65, -3.27)  0.14
H (3.43, 1.08, 0.32)  0.10
H (3.96, 0.18, -1.12)  0.12
H (-2.29, 1.39, -0.19)  0.14
H (-2.62, 0.81, -1.80)  0.14
H (-2.34, -0.89, 0.66)  0.04
C (3.68, -1.74, 1.34)  -0.21
C (2.47, -2.24, -1.23)  -0.20
H (-3.40, -0.83, -0.64)  0.16
C (-0.87, -1.60, -2.57)  -0.01
C (-2.43, -3.09, -1.36)  -0.02
H (0.63, -1.84, 1.99)  0.00
H (-1.53, -2.11, -3.31)  0.10
H (-0.91, -0.54, -2.84)  0.08
H (0.18, -1.95, -2.62)  0.07
H (-2.64, -3.24, -2.43)  0.09
H (-2.05, -4.02, -0.90)  0.10
H (-3.42, -2.87, -0.93)  0.09
H (3.53, -2.32, -1.50)  0.08
H (2.03, -3.21, -0.97)  0.07
H (1.90, -1.83, -2.08)  0.03
H (4.62, -1.66, 0.78)  0.08
H (3.66, -1.14, 2.26)  0.08
H (3.41, -2.77, 1.62)  0.07
H (-0.39, -2.70, 0.92)  -0.01
Cl (-2.24, -0.97, 3.07)  0.68
C (-1.67, 0.70, 3.09)  -0.70
C (-0.57, 1.06, 2.34)  -0.24
C (-0.05, 2.35, 2.57)  -0.69
Cl (1.45, 2.86, 1.87)  0.71
C (-0.75, 3.29, 3.38)  -0.68
Cl (-0.20, 4.91, 3.58)  0.73
C (-1.98, 2.93, 4.00)  -0.69
Cl (-2.93, 4.08, 4.83)  0.76
C (-2.41, 1.59, 3.90)  -0.70
Cl (-3.82, 1.04, 4.69)  0.74

=====

Density functional theory data (ωB97M-V/def2-TZVPD) for a molecular structure, C26H24HoN6OS4 at a distorted geometry.

The expectation value of S² is 6.005. As for the net charge: +1. The molecular weight is 729.72 g mol⁻¹. As for the HOMO-LUMO gap (spin up / spin down): 7.264 / 7.280 eV. The total energy is -3949.6239 Ha. Its spin multiplicity is 5. The HOMO energy (spin up / spin down) comes out at -10.57 / -10.58 eV.

Last column: Löwdin charge in e.
Positions of all 62 atoms, in Å:
Ho (0.24, -0.44, 0.36)  1.30
N (3.33, 2.81, -0.53)  0.10
C (2.29, 1.99, -0.45)  -0.86
S (2.66, 0.29, -0.41)  0.54
N (1.09, 2.55, -0.46)  0.00
N (0.02, 1.77, -0.26)  -0.10
C (-1.18, 2.29, -0.33)  -0.18
C (-1.49, 3.68, -0.70)  -0.19
C (-2.46, 3.91, -1.68)  -0.03
C (-2.79, 5.20, -2.05)  -0.07
C (-2.17, 6.28, -1.42)  -0.07
C (-1.21, 6.05, -0.46)  -0.06
C (-0.85, 4.76, -0.10)  -0.03
C (-2.29, 1.40, 0.03)  -0.21
C (-3.48, 1.93, 0.53)  0.02
C (-4.51, 1.09, 0.90)  -0.01
C (-4.34, -0.28, 0.72)  -0.03
C (-3.13, -0.73, 0.22)  -0.14
N (-2.11, 0.06, -0.11)  0.00
H (4.26, 2.43, -0.62)  0.09
H (3.18, 3.81, -0.58)  0.11
H (-2.94, 3.07, -2.17)  0.12
H (-3.53, 5.37, -2.81)  0.11
H (-2.44, 7.28, -1.69)  0.11
H (-0.73, 6.89, 0.03)  0.11
H (-0.11, 4.59, 0.66)  0.11
H (-3.57, 3.00, 0.65)  0.13
H (-5.42, 1.48, 1.31)  0.12
H (-5.12, -0.98, 0.97)  0.12
H (-2.98, -1.80, 0.05)  0.11
O (-0.03, -0.08, 2.20)  -0.34
C (-0.03, -0.04, 3.59)  -0.58
C (-0.91, 1.11, 4.02)  -0.49
C (-0.90, 2.34, 3.44)  -0.12
C (-1.85, 3.21, 4.00)  -0.18
C (-2.56, 2.63, 5.00)  -0.39
S (-2.09, 1.00, 5.27)  1.07
C (1.39, 0.16, 4.07)  -0.49
C (2.50, -0.31, 3.44)  -0.13
C (3.69, 0.05, 4.10)  -0.17
C (3.46, 0.79, 5.22)  -0.39
S (1.78, 1.05, 5.49)  1.08
C (-0.57, -1.36, 4.09)  -0.49
C (-1.47, -2.13, 3.41)  -0.14
C (-1.77, -3.34, 4.09)  -0.18
C (-1.09, -3.46, 5.26)  -0.39
S (-0.07, -2.11, 5.56)  1.08
H (-0.22, 2.60, 2.63)  0.11
H (-1.98, 4.23, 3.69)  0.10
H (-3.34, 3.06, 5.60)  0.06
H (2.46, -0.89, 2.51)  0.08
H (4.67, -0.23, 3.77)  0.11
H (4.18, 1.19, 5.91)  0.07
H (-1.91, -1.82, 2.47)  0.09
H (-2.47, -4.07, 3.73)  0.10
H (-1.13, -4.25, 5.97)  0.07
N (1.17, -2.89, 0.29)  -0.09
N (-0.29, -3.07, 0.29)  -0.08
H (1.64, -3.63, -0.24)  0.11
H (1.49, -3.00, 1.26)  0.10
H (-0.57, -3.81, 0.95)  0.10
H (-0.57, -3.40, -0.64)  0.10

=====

Density functional theory data (ωB97M-V/def2-TZVPD) for 6 unconnected molecules or ions with the total composition C5H19NO6 at a distorted geometry.

The value obtained for the relative energy (zero: lowest compared OMol25 entry of this formula, charge and spin) is 111.5 kcal per mole. The molecular weight is 189.21 g mol⁻¹. As for the HOMO-LUMO gap: 8.084 eV. The total energy is -707.9731 Ha. The HOMO energy comes out at -7.81 eV. The structure (SMILES) is N/C=C/CCC=O.O.O.O.O.O.

Last column: Löwdin charge in e.
Positions of all 31 atoms, in Å:
O (-0.10, -0.29, -0.17)  0.02
C (-0.52, -1.24, 0.44)  -0.28
C (0.37, -2.16, 1.24)  -0.13
C (0.50, -1.53, 2.67)  -0.20
C (0.38, -0.04, 2.62)  -0.13
C (1.43, 0.78, 2.10)  -0.15
N (1.06, 2.04, 1.74)  0.07
H (-1.60, -1.37, 0.43)  0.11
H (1.40, -2.18, 0.89)  0.12
H (-0.15, -3.16, 1.22)  0.13
H (1.46, -1.83, 3.10)  0.12
H (-0.27, -1.88, 3.23)  0.07
H (-0.39, 0.43, 3.11)  0.07
H (2.41, 0.48, 2.06)  0.09
H (1.63, 2.81, 1.84)  0.06
H (0.11, 2.37, 1.86)  0.10
H (0.44, 3.31, -1.16)  0.05
H (-0.26, 2.16, -1.60)  0.06
O (-0.31, 3.15, -1.77)  -0.09
H (-3.44, -0.71, -1.77)  -0.02
H (-3.65, -1.97, -1.04)  0.05
O (-3.28, -1.60, -1.86)  -0.02
H (-2.72, 2.25, -1.55)  -0.03
H (-2.22, 3.64, -2.34)  0.04
O (-2.79, 3.14, -1.74)  -0.05
H (1.89, 0.19, -2.39)  0.09
H (3.33, -0.20, -2.96)  0.05
O (2.90, 0.55, -2.44)  -0.16
H (0.65, -1.85, -1.37)  -0.01
H (0.52, -2.88, -2.43)  0.05
O (1.21, -2.39, -1.96)  -0.06

=====

Density functional theory data (ωB97M-V/def2-TZVPD) for a gas-phase ion, C9H15N2O2S (charge +1) at a distorted geometry.

The value obtained for the relative energy (zero: lowest compared OMol25 entry of this formula, charge and spin) is 0.0 kcal per mole. As for the net charge: +1. The molecular weight is 215.30 g mol⁻¹. As for the HOMO-LUMO gap: 9.338 eV. The total energy is -1009.7847 Ha. The HOMO energy comes out at -12.44 eV. The structure (SMILES) is N[C@]1(C(O)=[N+]2CCOCC2)CC=CS1.

Last column: Löwdin charge in e.
Positions of all 29 atoms, in Å:
C (-2.74, -1.24, -0.93)  -0.16
C (-2.52, -1.75, 0.28)  -0.37
C (0.02, 1.19, 0.22)  -0.21
C (-2.17, 0.15, -1.20)  -0.12
C (2.32, 0.92, -0.31)  -0.06
C (0.93, -0.87, -0.73)  -0.12
C (3.15, 0.15, 0.77)  -0.16
C (1.76, -1.65, 0.35)  -0.15
C (-1.58, 0.65, 0.19)  -0.55
N (0.98, 0.47, -0.34)  -0.04
N (-2.23, 1.87, 0.61)  0.01
O (0.13, 2.40, 0.66)  0.14
O (3.09, -1.20, 0.53)  -0.10
S (-1.66, -0.74, 1.49)  0.96
H (-3.21, -1.71, -1.76)  0.10
H (-2.53, -2.78, 0.74)  0.09
H (-1.23, -0.02, -1.94)  0.16
H (-2.95, 0.85, -1.63)  0.13
H (2.52, 1.95, 0.04)  0.16
H (2.72, 0.65, -1.20)  0.11
H (1.33, -0.98, -1.79)  0.18
H (0.01, -1.49, -0.51)  0.12
H (4.15, 0.33, 0.81)  0.11
H (2.69, 0.31, 1.78)  0.15
H (1.27, -1.59, 1.32)  0.12
H (1.76, -2.66, 0.07)  0.12
H (-2.54, 2.51, -0.10)  0.12
H (-0.80, 2.62, 1.04)  0.13
H (-2.66, 1.67, 1.55)  0.13

=====

Density functional theory data (ωB97M-V/def2-TZVPD) for a molecular structure, C4H4BrClN2 at a distorted geometry.

The value obtained for the relative energy (zero: lowest compared OMol25 entry of this formula, charge and spin) is 51.6 kcal per mole. The molecular weight is 195.45 g mol⁻¹. As for the HOMO-LUMO gap: 8.934 eV. The total energy is -3298.4326 Ha. The HOMO energy comes out at -8.86 eV.

Last column: Löwdin charge in e.
Positions of all 12 atoms, in Å:
C (0.39, 1.18, -0.24)  -0.30
C (1.21, 0.72, -3.13)  -0.17
C (1.30, -0.73, 0.77)  -0.07
C (1.40, 2.06, -0.48)  -1.23
N (0.46, -0.17, 0.06)  -0.03
N (0.60, 1.57, -3.59)  0.08
Cl (1.21, 3.68, -0.81)  0.66
Br (3.15, 1.43, -0.78)  0.74
H (-0.63, 1.63, -0.39)  0.13
H (1.88, 0.05, -2.54)  0.03
H (1.94, -0.29, 1.49)  0.07
H (1.24, -1.79, 0.55)  0.08

=====

Density functional theory data (ωB97M-V/def2-TZVPD) for a molecular structure, C24H24F5N5OTeV.

The expectation value of S² is 2.021. As for the net charge: +1. The molecular weight is 672.02 g mol⁻¹. As for the HOMO-LUMO gap (spin up / spin down): 6.797 / 4.695 eV. The total energy is -2989.2316 Ha. Its spin multiplicity is 3. The HOMO energy (spin up / spin down) comes out at -9.97 / -10.16 eV.

Last column: Löwdin charge in e.
Positions of all 61 atoms, in Å:
V (0.28, 0.08, 0.41)  0.88
C (-3.99, 0.30, 1.31)  -0.03
C (-2.76, 0.60, 0.72)  -0.09
N (-1.61, 0.29, 1.28)  0.02
C (-1.61, -0.36, 2.49)  -0.13
C (-2.80, -0.74, 3.12)  -0.14
C (-4.01, -0.38, 2.50)  0.02
C (-2.72, -1.43, 4.36)  -0.03
C (-1.49, -1.69, 4.90)  -0.05
C (-0.30, -1.30, 4.25)  0.02
C (-0.33, -0.63, 3.06)  -0.20
N (0.75, -0.15, 2.30)  -0.06
C (1.71, 0.67, 2.89)  -0.21
C (2.42, 0.45, 4.05)  0.00
C (3.33, 1.41, 4.54)  -0.06
C (3.55, 2.58, 3.88)  -0.03
C (2.85, 2.85, 2.68)  -0.14
C (2.98, 4.03, 1.94)  0.02
C (2.26, 4.20, 0.79)  -0.03
C (1.40, 3.17, 0.37)  -0.12
N (1.23, 2.06, 1.05)  0.02
C (1.94, 1.89, 2.20)  -0.17
H (-4.91, 0.61, 0.82)  0.11
H (-2.71, 1.11, -0.24)  0.12
H (-4.95, -0.65, 2.97)  0.13
H (-3.63, -1.73, 4.86)  0.12
H (-1.42, -2.22, 5.84)  0.11
H (0.65, -1.56, 4.71)  0.10
H (2.30, -0.48, 4.59)  0.10
H (3.87, 1.19, 5.46)  0.11
H (4.26, 3.31, 4.26)  0.12
H (3.67, 4.80, 2.28)  0.13
H (2.35, 5.10, 0.19)  0.12
H (0.86, 3.25, -0.57)  0.12
F (3.73, 1.85, -0.75)  -0.49
Te (3.16, 0.02, -1.03)  1.98
F (4.96, -0.39, -1.23)  -0.43
F (2.99, 0.61, -2.78)  -0.41
F (2.80, -1.70, -1.85)  -0.51
F (0.78, 0.83, -1.29)  -0.53
O (0.04, -1.38, -0.14)  -0.35
C (0.31, -1.56, -3.32)  -0.10
C (0.08, -2.38, -4.71)  -0.06
N (-1.28, -2.17, -5.10)  -0.13
C (-2.19, -2.68, -4.11)  -0.07
C (-1.98, -1.79, -2.77)  -0.07
N (-0.91, -0.89, -3.06)  -0.12
C (-1.24, 0.06, -4.05)  -0.06
C (-1.55, -0.80, -5.40)  -0.07
H (1.12, -0.85, -3.45)  0.11
H (0.55, -2.25, -2.51)  0.11
H (0.28, -3.43, -4.54)  0.14
H (0.75, -1.99, -5.47)  0.14
H (-1.97, -3.72, -3.89)  0.13
H (-3.22, -2.58, -4.45)  0.13
H (-1.71, -2.43, -1.93)  0.13
H (-2.89, -1.24, -2.55)  0.13
H (-0.40, 0.73, -4.22)  0.14
H (-2.13, 0.62, -3.78)  0.13
H (-0.89, -0.45, -6.20)  0.13
H (-2.59, -0.67, -5.69)  0.13

=====

Density functional theory data (ωB97M-V/def2-TZVPD) for 6 unconnected molecules or ions with the total composition C4H19N2O7 at a distorted geometry.

The value obtained for the relative energy (zero: lowest compared OMol25 entry of this formula, charge and spin) is 76.2 kcal per mole. As for the net charge: -1. The molecular weight is 207.20 g mol⁻¹. As for the HOMO-LUMO gap: 7.909 eV. The total energy is -799.9825 Ha. The HOMO energy comes out at -4.85 eV.

Last column: Löwdin charge in e.
Positions of all 32 atoms, in Å:
C (0.40, 0.65, 0.81)  -0.23
N (-0.44, 1.49, -0.02)  -0.05
C (0.07, 1.59, -1.47)  -0.38
O (0.46, 0.32, -1.79)  -0.33
C (-0.25, -0.76, 0.88)  -0.15
N (0.81, -1.77, 1.42)  0.02
C (1.32, -2.71, 0.56)  -0.36
O (2.21, -3.41, 1.03)  -0.04
H (1.45, 0.40, 0.55)  0.09
H (0.28, 1.00, 1.89)  0.08
H (-0.48, 2.44, 0.28)  0.08
H (1.02, 2.18, -1.44)  0.09
H (-0.71, 2.04, -2.12)  0.11
H (-0.45, -1.05, -0.24)  0.10
H (-1.13, -0.84, 1.54)  0.10
H (1.46, -1.50, 2.16)  0.13
H (0.98, -2.86, -0.49)  0.15
H (-1.74, -0.51, -0.79)  0.00
H (-1.71, -0.45, -2.16)  0.01
O (-2.40, -0.74, -1.53)  -0.13
H (-0.32, 0.30, 4.29)  0.03
H (-0.47, 1.11, 2.88)  -0.01
O (-0.31, 1.15, 3.84)  -0.07
H (0.56, -1.30, -4.25)  -0.01
H (0.18, -0.13, -3.23)  -0.02
O (0.01, -0.51, -4.19)  -0.17
H (2.86, 0.62, -0.16)  0.00
H (3.83, 0.70, -1.32)  0.03
O (3.78, 0.89, -0.38)  -0.08
H (-3.79, 1.12, 0.62)  0.03
H (-3.82, -0.19, 1.33)  0.03
O (-3.68, 0.75, 1.50)  -0.07

=====

Copy entry 7 word for word.
Density functional theory data (ωB97M-V/def2-TZVPD) for a molecular structure, C24H24F5N5OTeV.

The expectation value of S² is 2.021. As for the net charge: +1. The molecular weight is 672.02 g mol⁻¹. As for the HOMO-LUMO gap (spin up / spin down): 6.797 / 4.695 eV. The total energy is -2989.2316 Ha. Its spin multiplicity is 3. The HOMO energy (spin up / spin down) comes out at -9.97 / -10.16 eV.

Last column: Löwdin charge in e.
Positions of all 61 atoms, in Å:
V (0.28, 0.08, 0.41)  0.88
C (-3.99, 0.30, 1.31)  -0.03
C (-2.76, 0.60, 0.72)  -0.09
N (-1.61, 0.29, 1.28)  0.02
C (-1.61, -0.36, 2.49)  -0.13
C (-2.80, -0.74, 3.12)  -0.14
C (-4.01, -0.38, 2.50)  0.02
C (-2.72, -1.43, 4.36)  -0.03
C (-1.49, -1.69, 4.90)  -0.05
C (-0.30, -1.30, 4.25)  0.02
C (-0.33, -0.63, 3.06)  -0.20
N (0.75, -0.15, 2.30)  -0.06
C (1.71, 0.67, 2.89)  -0.21
C (2.42, 0.45, 4.05)  0.00
C (3.33, 1.41, 4.54)  -0.06
C (3.55, 2.58, 3.88)  -0.03
C (2.85, 2.85, 2.68)  -0.14
C (2.98, 4.03, 1.94)  0.02
C (2.26, 4.20, 0.79)  -0.03
C (1.40, 3.17, 0.37)  -0.12
N (1.23, 2.06, 1.05)  0.02
C (1.94, 1.89, 2.20)  -0.17
H (-4.91, 0.61, 0.82)  0.11
H (-2.71, 1.11, -0.24)  0.12
H (-4.95, -0.65, 2.97)  0.13
H (-3.63, -1.73, 4.86)  0.12
H (-1.42, -2.22, 5.84)  0.11
H (0.65, -1.56, 4.71)  0.10
H (2.30, -0.48, 4.59)  0.10
H (3.87, 1.19, 5.46)  0.11
H (4.26, 3.31, 4.26)  0.12
H (3.67, 4.80, 2.28)  0.13
H (2.35, 5.10, 0.19)  0.12
H (0.86, 3.25, -0.57)  0.12
F (3.73, 1.85, -0.75)  -0.49
Te (3.16, 0.02, -1.03)  1.98
F (4.96, -0.39, -1.23)  -0.43
F (2.99, 0.61, -2.78)  -0.41
F (2.80, -1.70, -1.85)  -0.51
F (0.78, 0.83, -1.29)  -0.53
O (0.04, -1.38, -0.14)  -0.35
C (0.31, -1.56, -3.32)  -0.10
C (0.08, -2.38, -4.71)  -0.06
N (-1.28, -2.17, -5.10)  -0.13
C (-2.19, -2.68, -4.11)  -0.07
C (-1.98, -1.79, -2.77)  -0.07
N (-0.91, -0.89, -3.06)  -0.12
C (-1.24, 0.06, -4.05)  -0.06
C (-1.55, -0.80, -5.40)  -0.07
H (1.12, -0.85, -3.45)  0.11
H (0.55, -2.25, -2.51)  0.11
H (0.28, -3.43, -4.54)  0.14
H (0.75, -1.99, -5.47)  0.14
H (-1.97, -3.72, -3.89)  0.13
H (-3.22, -2.58, -4.45)  0.13
H (-1.71, -2.43, -1.93)  0.13
H (-2.89, -1.24, -2.55)  0.13
H (-0.40, 0.73, -4.22)  0.14
H (-2.13, 0.62, -3.78)  0.13
H (-0.89, -0.45, -6.20)  0.13
H (-2.59, -0.67, -5.69)  0.13